[1]
A single C10H17N3O4 molecule at a distorted geometry. Source: the OMol25 dataset; level of theory: wB97M-V/def2-TZVPD.

Geometry as XYZ:
```
34
Properties=species:S:1:pos:R:3:mulliken_charge:R:1
C 2.004 -0.922 -0.136 0.170
C 0.887 0.429 -0.231 0.562
C 2.704 -0.826 1.317 -0.909
C 4.202 -0.175 1.023 -0.614
C 3.774 0.569 -0.349 -0.431
C -1.508 0.818 0.089 -0.641
C -1.681 2.404 0.026 0.418
C -2.504 -0.045 1.161 -0.653
C -2.284 -1.528 1.149 -0.799
C -1.971 -2.207 -0.227 0.476
H 2.624 -0.301 -2.103 0.347
H 1.383 -1.872 -0.342 0.397
H 2.941 -1.846 1.773 0.346
H 2.322 -0.329 2.174 0.453
H 4.668 0.427 1.814 0.314
H 4.892 -0.967 0.849 0.317
H 4.748 0.952 -0.836 0.330
H 3.000 1.397 -0.456 0.262
H -0.213 -0.375 1.139 0.229
H -1.662 0.235 -0.759 0.600
H -3.540 0.058 0.607 0.214
H -2.425 0.577 2.054 0.453
H -1.444 -1.818 1.919 0.372
H -3.177 -2.165 1.536 0.406
H -3.279 -2.344 -2.136 0.296
H -4.080 -1.717 -0.787 0.249
H -0.523 1.882 -1.390 0.467
N 3.029 -0.647 -1.163 -0.678
N -0.070 0.600 0.633 -0.176
N -3.209 -2.203 -0.964 -0.468
O 0.955 0.835 -1.357 -0.714
O -2.034 3.126 1.197 -0.526
O -0.872 -2.611 -0.546 -0.539
O -1.327 2.757 -1.486 -0.531
```

Kohn-Sham gap = 0.331 hartree
F_max = 0.206 Eh/bohr
SMILES string = NC(=O)CC[C@H](NC(=O)[C@@H]1CCCN1)C(=O)O
energy relative to the best compared isomer or geometry (same formula, charge and spin) = 213.44 kcal per mole

---

[2]
C10H17N3O4S as an isolated structure at a distorted geometry. Source: the OMol25 dataset; level of theory: wB97M-V/def2-TZVPD.

Geometry as XYZ:
```
35
Properties=species:S:1:pos:R:3:mulliken_charge:R:1
C 3.035 -0.245 1.930 -0.853
S 2.590 -1.471 0.679 0.182
C 2.745 -2.952 1.660 -0.923
C 0.309 -1.322 0.649 -0.382
C -0.049 -2.322 -0.314 0.052
N -0.289 -3.253 -0.995 -0.492
H 2.558 0.717 1.719 0.320
H 2.742 -0.629 2.908 0.349
H 4.128 -0.170 1.867 0.353
H 2.062 -3.700 1.259 0.355
H 3.782 -3.278 1.533 0.335
H 2.524 -2.710 2.705 0.343
H 0.272 -1.605 1.702 0.731
C -4.467 1.823 0.139 -1.116
C -3.570 1.550 1.325 -0.249
O -2.193 1.366 0.878 -0.232
C -1.378 0.848 1.846 0.472
N -0.027 0.798 1.454 -0.711
N 0.009 -0.103 0.392 0.879
C 0.693 0.568 -0.714 0.241
O 1.518 1.437 -0.510 -0.480
O 0.376 0.084 -1.904 -0.299
C 1.068 0.941 -2.916 -0.201
C 0.585 0.507 -4.265 -1.246
O -1.757 0.431 2.932 -0.624
H -5.384 2.272 0.530 0.354
H -4.013 2.492 -0.602 0.295
H -4.728 0.883 -0.358 0.282
H -3.624 2.392 2.030 0.275
H -3.891 0.634 1.839 0.323
H 0.833 1.997 -2.714 0.325
H 2.150 0.807 -2.811 0.306
H 1.113 1.053 -5.048 0.395
H 0.755 -0.557 -4.451 0.323
H -0.480 0.717 -4.378 0.316
```

Kohn-Sham gap = 0.250 hartree
F_max = 0.090 Eh/bohr
energy relative to the best compared isomer or geometry (same formula, charge and spin) = 127.72 kcal per mole

---

[3]
A 4-piece molecular cluster, C10H17NO10 overall at a distorted geometry. Source: the OMol25 dataset; level of theory: wB97M-V/def2-TZVPD.

Geometry as XYZ:
```
38
Properties=species:S:1:pos:R:3:mulliken_charge:R:1
C 22.006 1.142 -15.413 -0.740
C 23.334 1.350 -16.178 -0.442
O 24.423 0.776 -15.601 -0.892
H 21.800 0.068 -15.391 0.249
H 21.139 1.630 -15.877 0.374
H 22.248 1.462 -14.394 0.081
H 23.434 2.421 -16.470 0.177
H 23.200 0.836 -17.168 0.178
N 23.202 -0.660 -11.309 0.940
O 22.153 -1.111 -10.773 -0.658
O 23.286 0.541 -11.680 -0.516
O 24.199 -1.402 -11.465 -0.709
C 26.060 0.707 -7.315 -1.425
C 25.130 1.207 -8.402 0.684
C 23.662 0.880 -8.221 -0.517
O 23.056 2.003 -8.843 -0.261
C 23.923 2.998 -8.988 0.630
O 23.720 4.036 -9.539 -0.571
O 25.089 2.648 -8.411 -0.422
H 25.567 0.604 -6.343 0.316
H 26.877 1.405 -7.129 0.342
H 26.436 -0.280 -7.582 0.360
H 25.516 0.845 -9.358 0.292
H 23.334 0.808 -7.180 0.324
H 23.385 -0.039 -8.740 0.215
C 17.866 -0.250 -11.909 -1.459
C 18.523 0.671 -10.929 0.541
C 19.595 1.569 -11.568 -0.153
O 19.371 2.834 -10.946 -0.291
C 18.182 2.856 -10.362 0.677
O 17.676 3.825 -9.861 -0.615
O 17.585 1.635 -10.374 -0.409
H 18.498 -1.036 -12.317 0.361
H 17.307 0.413 -12.579 0.377
H 17.051 -0.868 -11.503 0.354
H 18.906 0.154 -10.043 0.246
H 19.290 1.600 -12.618 0.217
H 20.608 1.218 -11.378 0.144
```

net charge = -2
Kohn-Sham gap = 0.150 hartree
F_max = 0.038 Eh/bohr

---

[4]
A single C10H17O2PS molecule at a distorted geometry. Source: the OMol25 dataset; level of theory: wB97M-V/def2-TZVPD.

Geometry as XYZ:
```
31
Properties=species:S:1:pos:R:3:mulliken_charge:R:1
C -1.627 -2.412 0.211 -0.693
C 1.116 0.058 -0.305 -1.408
C -1.319 0.590 0.579 -1.113
C -0.186 -2.089 0.285 -1.161
C 0.824 1.738 2.193 -0.718
C 0.121 -1.021 -0.641 2.098
C -1.360 -0.372 -0.666 0.521
C 0.535 -1.745 -1.940 -1.807
C -1.658 0.460 -1.967 -1.231
C 1.510 2.995 2.574 -0.556
O -2.215 -1.435 -0.507 -0.493
O 2.905 2.781 2.960 -0.529
P 0.277 1.544 0.435 0.802
S 0.467 3.104 -0.686 -0.407
H -1.762 -3.375 -0.378 0.290
H -2.064 -2.668 1.164 0.382
H 1.892 -0.328 0.347 0.424
H 1.598 0.348 -1.226 0.484
H -2.223 1.208 0.650 0.499
H -1.049 -0.010 1.436 0.395
H 0.518 -2.621 0.948 0.462
H 0.964 0.902 2.831 0.514
H 0.924 -2.678 -1.619 0.421
H 1.252 -1.280 -2.476 0.443
H -0.438 -1.879 -2.461 0.427
H -2.561 1.076 -1.885 0.371
H -1.661 -0.351 -2.809 0.242
H -0.782 1.112 -2.136 0.337
H 1.019 3.320 3.466 0.330
H 1.568 3.744 1.872 0.358
H 3.164 2.272 2.172 0.315
```

Kohn-Sham gap (alpha / beta) = 0.331 / 0.241 hartree
F_max = 0.079 Eh/bohr
energy relative to the best compared isomer or geometry (same formula, charge and spin) = 88.54 kcal per mole

---

[5]
C10H18B2F4N4OS3Sc as an isolated structure. Source: the OMol25 dataset; level of theory: wB97M-V/def2-TZVPD.

Geometry as XYZ:
```
43
Properties=species:S:1:pos:R:3:mulliken_charge:R:1
Sc -0.514 -1.682 -0.092 0.526
C -2.123 2.189 -3.149 -0.860
N -2.401 1.980 -1.733 0.202
C -3.513 2.434 -1.046 -0.333
C -3.397 1.983 0.220 -0.753
N -2.206 1.289 0.317 0.305
B -1.720 0.502 1.562 0.200
N -0.360 1.026 2.077 0.634
C -0.174 2.318 2.536 -0.580
C 1.070 2.400 3.045 -0.578
N 1.641 1.148 2.905 0.105
C 2.983 0.806 3.357 -0.940
C 0.751 0.322 2.319 0.300
S 1.065 -1.340 1.950 -0.496
C -1.627 1.281 -0.891 -0.143
S -0.137 0.511 -1.318 -0.305
H -3.009 2.611 -3.614 0.333
H -1.882 1.237 -3.615 0.328
H -1.287 2.874 -3.272 0.314
H -4.275 3.023 -1.523 0.463
H -4.050 2.096 1.066 0.532
H -1.587 -0.661 1.263 0.087
H -2.556 0.564 2.420 -0.098
H -0.945 3.063 2.460 0.474
H 1.600 3.220 3.495 0.484
H 3.709 1.452 2.868 0.346
H 3.186 -0.229 3.100 0.299
H 3.052 0.928 4.435 0.349
C 3.438 -3.589 -1.031 -0.981
S 2.203 -2.697 -1.938 0.491
C 2.996 -1.112 -2.036 -0.857
O 1.099 -2.499 -0.894 -0.234
H 4.335 -3.638 -1.647 0.439
H 3.054 -4.591 -0.853 0.364
H 3.619 -3.064 -0.094 0.282
H 3.902 -1.226 -2.631 0.452
H 3.215 -0.774 -1.024 0.267
H 2.307 -0.435 -2.538 0.237
F -3.364 -3.544 -1.844 -0.241
B -2.388 -2.780 -1.382 0.374
F -2.738 -1.514 -0.829 -0.156
F -1.678 -3.376 -0.182 -0.354
F -1.295 -2.507 -2.219 -0.276
```

net charge = +1
Kohn-Sham gap = 0.314 hartree
F_max = 0.018 Eh/bohr
energy relative to the best compared isomer or geometry (same formula, charge and spin) = 0.00 kcal per mole

---

[6]
C10H18ClN4O2PSn as an isolated structure at a distorted geometry. Source: the OMol25 dataset; level of theory: wB97M-V/def2-TZVPD.

Geometry as XYZ:
```
37
Properties=species:S:1:pos:R:3:mulliken_charge:R:1
C 4.031 -0.289 0.948 -1.287
C 3.158 -0.800 -0.242 -0.594
C 1.706 -1.093 0.229 -0.410
Cl 1.237 -2.636 -0.537 -0.063
C 0.713 0.033 -0.219 0.821
C 0.713 -0.050 -1.689 -0.277
N 0.776 -0.005 -2.837 -0.479
P 1.338 1.759 0.199 0.265
N 0.624 2.906 -0.737 -0.868
C -0.779 -0.215 0.283 2.298
C -0.913 -1.159 1.398 -0.936
N -0.954 -1.983 2.200 -0.432
C -1.708 -0.825 -0.824 -1.428
N -2.995 -1.153 -0.188 -0.253
C -3.420 -2.535 -0.466 -0.994
C -1.380 1.062 0.794 -2.385
O -1.627 1.904 -0.302 -0.065
O -1.880 3.200 0.221 -0.367
H 3.420 -0.003 1.805 0.374
H 4.506 0.638 0.632 0.350
H 4.795 -0.997 1.235 0.335
H 3.598 -1.739 -0.539 0.555
H 3.194 -0.057 -1.032 0.352
H 1.753 -1.180 1.308 0.779
H 2.718 1.906 0.023 0.199
H 1.067 1.941 1.565 0.235
H 0.036 2.413 -1.404 0.487
H -1.915 -0.121 -1.624 0.549
H -1.283 -1.759 -1.169 0.610
H -3.675 -0.536 -0.610 0.289
H -3.727 -2.709 -1.495 0.344
H -4.297 -2.727 0.147 0.336
H -2.658 -3.225 -0.119 0.361
H -0.761 1.539 1.549 0.849
H -2.319 0.842 1.314 0.815
H -2.261 3.169 1.125 0.434
Sn -0.830 4.481 -0.944 1.202
```

net charge = +2
Kohn-Sham gap = 0.200 hartree
F_max = 0.060 Eh/bohr